Density functional theory data (the ωB97M-V functional and the def2-TZVPD basis) for C10H26InN2O3 as an isolated structure in a non-equilibrium geometry.

## Properties
HOMO energy in eV: -17.183
HOMO-LUMO gap in eV: 1.748
Total charge: +3
Energy relative to the best compared isomer or geometry (same formula, charge and spin) in eV: 3.0303
Calculated total energy in Eh: -920.6055

Each line ends with the natural charge from an NBO analysis.
Positions of all 42 atoms, in Å:
In  0.863  0.610  1.536  0.978
C  4.554  3.527  1.015  -0.284
O  3.459  3.031  0.117  -0.481
C  3.665  3.531  -1.238  -0.088
C  2.287  3.845  -1.925  -0.266
N  1.408  2.701  -2.099  -0.343
C  0.114  3.128  -2.654  -0.280
C  -0.904  2.052  -2.511  -0.076
O  -1.154  1.951  -1.128  -0.491
C  -2.269  2.710  -0.616  -0.280
H  5.449  2.947  1.243  0.235
H  4.078  3.387  1.986  0.204
H  4.899  4.532  0.775  0.223
H  4.298  2.780  -1.712  0.223
H  4.285  4.425  -1.297  0.231
H  2.498  4.193  -2.936  0.273
H  1.744  4.553  -1.298  0.236
H  1.752  2.024  -2.766  0.396
H  0.191  3.258  -3.733  0.285
H  -0.242  4.115  -2.360  0.249
H  -0.492  1.098  -2.841  0.208
H  -1.752  2.297  -3.151  0.235
H  -3.166  2.130  -0.830  0.222
H  -2.386  3.671  -1.118  0.210
H  -2.106  3.037  0.411  0.210
C  -2.258  -5.615  3.261  -0.563
C  -1.437  -4.596  2.404  -0.064
C  -2.376  -3.967  1.334  -0.072
O  -1.516  -3.243  0.451  -0.361
C  -1.656  -3.871  -0.852  -0.289
N  -0.790  -3.636  3.305  -0.596
H  -2.987  -5.113  3.896  0.231
H  -1.501  -6.103  3.876  0.254
H  -2.794  -6.340  2.648  0.260
H  -0.785  -5.261  1.836  0.237
H  -3.069  -3.279  1.818  0.230
H  -2.864  -4.829  0.878  0.233
H  -1.307  -4.889  -0.680  0.222
H  -1.211  -3.449  -1.754  0.240
H  -2.699  -4.052  -1.112  0.220
H  -0.213  -4.012  4.044  0.416
H  -1.609  -3.278  3.775  0.374